C23H20BrN3O8Pt | ωB97M-V/def2-TZVPD

The geometry in XYZ format:
```
56
Properties=species:S:1:pos:R:3:forces:R:3:nbo_charge:R:1
C -1.4548 -0.1352 1.4063 -0.026 -0.004 -0.057 0.773
N -3.7803 -0.2993 0.5920 0.029 0.015 -0.002 -0.502
C 6.7651 -3.1494 -2.1379 0.001 -0.004 -0.003 -0.226
C 4.4795 -1.7062 -1.5040 -0.005 0.000 0.008 0.242
H 2.6225 -0.6273 -1.1256 0.000 0.002 -0.002 0.471
C 6.8183 -2.3949 -1.0073 -0.003 0.004 0.003 -0.115
C 1.7308 1.9866 1.9260 0.067 -0.009 0.041 0.359
O 1.4941 0.6275 0.0065 0.026 -0.040 0.052 -0.641
O -5.0299 -2.2074 3.9902 -0.008 0.006 -0.004 -0.601
C -5.5010 -1.3249 1.8872 -0.001 0.012 -0.006 -0.229
H -4.3342 -2.3539 4.6443 0.000 0.003 -0.001 0.504
H 3.5584 -2.5195 -3.2764 0.000 -0.002 -0.001 0.250
C -6.0180 -0.3834 -0.3814 0.051 -0.018 0.033 0.727
H 2.1301 3.0865 3.7371 -0.002 -0.003 0.000 0.260
H -5.2049 2.0322 -4.8209 0.005 0.002 -0.005 0.220
H -0.1847 0.5578 0.1693 -0.042 0.042 -0.110 0.541
N 3.5728 -0.8743 -0.8754 0.000 0.000 -0.007 -0.540
O -1.1606 0.3322 0.1934 0.067 -0.009 0.084 -0.720
C 3.5722 0.5398 1.1434 0.003 0.002 -0.014 -0.230
H 7.6936 -2.3443 -0.3752 0.001 -0.001 -0.001 0.257
C -4.8799 1.0008 -4.6697 -0.004 0.030 0.006 -0.662
H -3.5482 2.5070 -3.0843 0.016 0.005 0.001 0.516
H -5.4974 0.5433 -3.8983 0.004 -0.019 -0.008 0.245
C 4.4294 -2.4662 -2.6391 0.003 0.003 -0.002 -0.264
H -3.0659 -0.0773 -4.1593 -0.002 -0.003 -0.004 0.195
O -5.4548 0.1936 -1.4473 -0.047 -0.014 -0.016 -0.700
Br 4.8374 2.3848 4.5997 -0.004 -0.005 -0.004 0.222
C -4.5850 -1.5843 2.9068 0.034 -0.011 0.004 0.391
O 0.5297 2.4381 1.6613 -0.059 0.028 -0.034 -0.426
C -3.2570 -1.1811 2.7338 -0.027 -0.008 0.014 -0.263
C 4.1771 -0.3819 0.2204 -0.002 -0.001 0.016 0.498
C 3.7812 1.8697 3.1608 -0.012 0.015 0.005 -0.058
C -2.8953 -0.5464 1.5680 0.004 -0.004 0.015 0.100
C -3.4171 0.9388 -4.3198 -0.006 -0.001 0.003 -0.058
H 0.5121 4.2853 2.6262 0.001 -0.001 -0.003 0.208
H -0.2042 2.9204 3.5459 -0.004 0.004 0.000 0.206
O -0.6611 -0.2385 2.3022 0.003 -0.003 0.008 -0.568
C -0.0840 3.3758 2.5635 -0.005 -0.003 0.005 -0.267
Pt -3.4857 0.6450 -1.2093 0.020 0.010 0.056 1.151
C 5.6503 -1.6458 -0.6665 0.001 -0.003 -0.003 0.165
H -1.0525 3.6013 2.1317 -0.004 -0.001 0.006 0.220
C 5.5927 -3.1864 -2.9419 0.001 0.001 0.000 -0.019
C -5.0581 -0.6856 0.7579 -0.057 0.008 -0.029 0.116
C 4.3204 0.9578 2.2226 0.006 -0.009 0.006 -0.066
H 5.6011 -3.8016 -3.8321 -0.001 0.000 0.000 0.243
H -6.5396 -1.6140 1.9690 -0.001 0.000 -0.004 0.287
N 5.4498 -0.8445 0.3677 0.003 -0.001 -0.007 -0.398
H -5.0437 0.4703 -5.6079 -0.001 -0.007 0.003 0.252
H 7.6191 -3.7361 -2.4449 0.001 0.001 0.002 0.255
H -2.4999 -1.3537 3.4869 0.003 0.001 -0.002 0.262
H -2.7853 1.4189 -5.0651 -0.004 -0.005 -0.005 0.202
C 2.5074 2.3801 3.0130 0.002 -0.002 0.002 -0.310
O -7.1766 -0.6568 -0.2986 0.007 0.004 -0.013 -0.482
O -3.1340 1.6343 -3.0460 -0.021 -0.005 0.002 -0.750
H 5.3261 0.5822 2.3531 0.000 -0.001 -0.009 0.272
C 2.2224 1.0098 0.9481 -0.012 -0.002 -0.020 0.485
```
Forces are in eV/Å.

**⟨S²⟩**: 6.054
**Calculated total energy**: -4347.37269 Eh
**Energy above the lowest of the compared OMol25 structures with the same formula, charge and spin**: 0.0 kJ/mol
**Charge**: +2
**Orbital gap (spin up / spin down)**: 7.9 / 6.1 eV
**Multiplicity**: 5

H2O5P2 | ωB97M-V/def2-TZVPD

The geometry in XYZ format:
```
9
Properties=species:S:1:pos:R:3:forces:R:3:nbo_charge:R:1
O 2.8336 -1.7585 2.5369 0.165 0.370 0.324 -1.188
O 0.8132 1.8375 0.4509 0.181 -1.196 -0.045 -1.197
H -0.2840 0.8165 -0.3791 -2.358 -0.833 0.657 0.534
P 1.3117 1.1566 1.7408 -1.730 1.855 -1.069 1.416
O -1.2602 0.3639 -0.4174 1.741 0.359 0.158 -1.049
O 1.8020 -1.6242 0.2226 0.590 0.794 0.599 -1.180
P 2.5906 -0.9020 1.3191 0.059 -2.260 -1.278 1.388
H -1.2594 -0.2485 0.3467 0.370 0.587 -0.705 0.457
O 2.0213 2.1766 2.5511 0.982 0.324 1.360 -1.180
```
Forces are in eV/Å.

**Calculated total energy**: -1060.21365 Eh
**Energy above the lowest of the compared OMol25 structures with the same formula, charge and spin**: 260.5 kJ/mol
**Charge**: -2
**Orbital gap**: 6.5 eV

C34H31P2ReS2Se | ωB97M-V/def2-TZVPD

The geometry in XYZ format:
```
71
Properties=species:S:1:pos:R:3:forces:R:3:lowdin_charge:R:1
C 2.5216 -6.1940 2.3180 0.021 -0.031 0.048 -0.257
C 1.3503 -6.2793 1.5766 -0.067 0.043 -0.042 -0.027
H -4.3790 -5.2587 1.4521 0.000 -0.002 -0.008 0.113
H -3.0048 -3.6620 0.1650 0.009 0.006 -0.031 0.075
H -5.8895 -2.0427 3.8428 -0.003 0.006 0.002 0.113
C -3.6718 -1.9544 1.2844 -0.134 -0.124 -0.026 -0.344
C -0.8502 -2.1662 3.6632 -0.069 -0.098 0.147 -0.324
C 1.9111 -4.2796 0.4088 0.114 0.325 -0.169 -0.501
C -4.8498 0.5202 -0.4921 -0.067 -0.054 0.058 -0.075
C -0.8929 -4.5597 3.8810 0.016 -0.008 -0.037 -0.051
S 1.5203 -0.8159 1.9651 0.048 -0.232 0.045 0.365
H 1.1799 0.0070 5.1629 -0.007 -0.026 -0.046 0.116
C -1.6691 2.6003 4.7777 0.044 -0.065 -0.030 -0.058
H -4.5389 -0.4387 2.5562 0.011 0.004 -0.018 0.114
H -2.1158 2.0608 0.8074 0.006 -0.003 0.021 0.095
H -3.4786 4.0533 0.2714 -0.003 0.005 0.000 0.113
C 0.3810 0.7304 5.0471 0.044 -0.047 0.018 -0.079
C -5.1069 2.9077 -0.5290 -0.042 0.005 -0.022 -0.056
C -0.2663 -5.4565 -0.1515 -0.071 -0.020 -0.023 -0.074
C -4.4046 -4.2055 1.6970 0.021 0.031 -0.005 -0.057
S -1.7221 -1.4738 -1.2412 0.093 -0.109 -0.207 0.336
C 0.2469 1.7527 5.9693 -0.030 0.043 0.010 -0.057
H -2.0408 -5.3351 5.5188 0.010 -0.007 -0.009 0.113
Re 0.2179 -1.1973 0.0686 -0.088 0.458 0.217 0.588
H -5.6966 3.7792 -0.7807 -0.003 0.001 0.004 0.114
H 4.5183 -2.7182 1.8173 0.028 -0.006 -0.001 0.085
C -3.6335 -3.3088 0.9715 0.060 -0.034 0.018 -0.081
H 3.0464 -6.7567 4.3269 0.003 0.000 -0.008 0.085
H 2.0460 -7.9427 3.4834 -0.002 0.005 -0.004 0.076
C -4.4906 -1.4959 2.3194 0.014 0.035 0.010 -0.079
C -3.1046 1.9466 0.3815 0.035 0.037 -0.091 -0.084
H 3.7540 -7.7807 3.0856 0.010 0.006 -0.010 0.088
C -0.7773 2.6844 5.8350 0.017 0.010 0.030 -0.056
C -0.5129 0.6442 3.9814 -0.038 0.238 -0.095 -0.365
C -1.1584 -0.4065 1.2907 -0.111 -0.364 -0.055 -0.775
H -0.0898 -5.5619 -1.2237 0.037 0.003 -0.003 0.083
C -5.2088 -3.7491 2.7298 -0.021 -0.007 0.030 -0.058
H 4.3103 -5.0622 2.6311 0.003 -0.008 0.003 0.130
H 0.9406 1.8278 6.7953 0.008 -0.006 0.001 0.114
Se 1.4474 -2.9698 -0.9364 0.033 -0.305 -0.215 0.698
C -5.2537 -2.3953 3.0420 0.011 -0.037 -0.016 -0.062
H -5.8119 -4.4504 3.2914 -0.002 0.003 0.004 0.113
C 1.0188 -5.3313 0.6137 0.083 -0.131 0.128 -0.325
H -0.8889 -4.5685 -0.0223 -0.020 0.016 0.031 0.037
H -0.8755 3.4818 6.5595 0.003 -0.003 0.005 0.113
H -2.7356 -3.1016 6.3221 0.000 -0.004 0.007 0.113
C -3.8640 3.0642 0.0643 0.039 -0.060 0.008 -0.058
C -2.1010 -3.1953 5.4513 0.041 -0.013 -0.069 -0.062
C -3.6019 0.6740 0.1125 -0.035 0.145 0.039 -0.358
H -1.9766 -1.0872 5.1595 0.036 0.042 -0.016 0.108
H -2.4642 3.3261 4.6741 -0.005 0.002 -0.004 0.112
C 3.3858 -5.1371 2.0681 -0.023 0.036 -0.033 -0.003
C -1.7107 -4.4463 4.9967 -0.037 0.002 0.034 -0.055
H 0.6690 -7.1055 1.7495 0.010 -0.019 -0.006 0.119
H 4.9951 -3.5083 0.3190 -0.009 -0.012 -0.007 0.096
H -6.5661 1.5229 -1.2809 -0.002 -0.002 -0.004 0.114
H -0.8260 -6.3279 0.1856 -0.013 0.006 0.001 0.084
C 3.1152 -4.1670 1.1058 -0.065 -0.184 0.151 -0.301
C -1.6677 -2.0563 4.7911 -0.062 0.008 -0.005 -0.072
C -0.4642 -3.4269 3.2100 0.024 0.011 -0.050 -0.070
C -1.5314 1.5813 3.8443 -0.059 0.028 0.025 -0.077
C 4.1446 -3.0983 0.8668 -0.004 0.085 -0.001 -0.080
H -5.2440 -0.4668 -0.7053 0.033 -0.015 0.014 0.118
C 2.8563 -7.2255 3.3601 -0.010 -0.003 0.018 -0.040
C -5.5985 1.6383 -0.8123 0.019 0.037 0.009 -0.057
H -0.5775 -5.5324 3.5298 0.018 -0.027 -0.008 0.101
H 3.7639 -2.2574 0.2914 -0.044 0.006 0.000 0.021
H 0.1795 -3.5298 2.3444 0.035 0.022 -0.013 0.074
P -2.6112 -0.7660 0.4749 -0.134 0.177 -0.034 0.518
P -0.3880 -0.6749 2.7824 0.250 0.184 0.300 0.542
H -2.2228 1.5145 3.0133 -0.005 -0.003 -0.017 0.083
```
Forces are in eV/Å.

**⟨S²⟩**: 0.809
**Calculated total energy**: -5272.82013 Eh
**Energy above the lowest of the compared OMol25 structures with the same formula, charge and spin**: 5.5 kJ/mol
**Charge**: +1
**Orbital gap (spin up / spin down)**: 6.5 / 6.5 eV
**Multiplicity**: 2

C2H4ClNS | ωB97M-V/def2-TZVPD

The geometry in XYZ format:
```
9
Properties=species:S:1:pos:R:3:forces:R:3:nbo_charge:R:1
Cl 3.7481 0.1017 0.0267 -0.808 -0.023 -0.047 0.046
C 1.5092 -1.1005 0.0264 1.867 -1.778 0.393 -0.124
H 2.1540 -2.0813 0.1883 -1.376 2.039 -0.448 0.224
C -0.7926 0.3281 0.0737 -1.554 2.483 -2.975 -0.804
H -1.9381 0.2732 -0.1537 2.100 0.005 0.791 0.248
H -0.5541 0.8447 0.9747 -0.127 -0.058 1.020 0.237
H -0.3838 1.0876 -0.7267 -0.580 -1.864 1.124 0.250
S -0.1716 -1.3078 -0.0315 -1.021 -1.250 0.007 0.345
N 1.9720 0.0687 -0.0793 1.498 0.447 0.136 -0.423
```
Forces are in eV/Å.

**Calculated total energy**: -991.67526 Eh
**SMILES**: CS/C=N/Cl
**Energy above the lowest of the compared OMol25 structures with the same formula, charge and spin**: 170.4 kJ/mol
**Orbital gap**: 9.8 eV

C4H12N4 | ωB97M-V/def2-TZVPD

The geometry in XYZ format:
```
20
Properties=species:S:1:pos:R:3:forces:R:3:nbo_charge:R:1
H 2.3868 1.2425 -0.6793 0.436 0.559 0.350 0.342
C -0.2561 -0.4894 0.0064 1.689 1.443 -1.644 0.614
H 0.5508 1.1862 1.6437 -3.231 1.826 -0.890 0.200
H -0.2148 -2.3326 -0.7210 -0.408 1.368 2.573 0.370
H 1.3755 -2.3870 -1.4689 1.417 2.698 1.978 0.211
N 1.1409 -0.1380 -0.3639 -2.154 -6.098 0.858 -0.325
C -2.3966 0.3413 0.6293 -2.349 -0.910 -0.940 -0.445
H -2.8790 -0.1424 -0.2947 0.721 -0.105 1.634 0.213
N 1.5136 0.9500 -1.0774 1.432 -0.503 -4.644 -0.591
N -0.6102 -1.7426 0.1045 -0.477 2.067 -2.003 -0.781
H -2.3900 -0.4299 1.5982 -0.126 2.286 -2.569 0.209
H 2.3500 -1.9268 0.3053 -1.806 0.309 -2.512 0.238
N -1.0842 0.8212 0.1691 0.650 -3.278 3.132 -0.451
H -3.0790 1.2480 0.6855 0.917 -0.983 0.852 0.204
H 1.9115 0.5323 -2.1098 -1.727 1.783 3.102 0.313
H -1.1000 1.8923 2.2132 -1.217 -1.116 0.296 0.209
C -0.5858 1.6823 1.2974 5.793 1.668 -1.032 -0.441
H 2.8785 -1.0520 -1.1605 -1.965 -1.336 0.094 0.198
C 1.8831 -1.5197 -0.7356 2.624 1.346 1.269 -0.491
H -0.3786 2.8479 0.9771 -0.219 -3.025 0.098 0.204
```
Forces are in eV/Å.

**Calculated total energy**: -378.40194 Eh
**SMILES**: [H]/N=C(/N(C)C)N(C)N
**Energy above the lowest of the compared OMol25 structures with the same formula, charge and spin**: 620.4 kJ/mol
**Orbital gap**: 9.9 eV

C24H50Ge2N4O3P2Pd | ωB97M-V/def2-TZVPD

The geometry in XYZ format:
```
86
Properties=species:S:1:pos:R:3:forces:R:3:lowdin_charge:R:1
C -0.0597 0.3948 3.7552 0.065 -0.074 0.028 -0.356
H 1.3728 -1.3321 -2.0614 -0.013 -0.016 -0.019 0.057
C 6.8491 -1.4410 0.4393 0.057 -0.018 0.027 -0.010
H -4.7803 -1.2198 -3.8213 -0.002 -0.003 0.006 0.092
C 5.5066 -1.1839 0.4438 -0.053 -0.028 0.063 -0.016
H 0.0408 4.4002 -2.4985 0.004 -0.012 -0.004 0.093
H 8.5526 -1.9962 1.6361 0.000 0.001 -0.011 0.131
H -5.2591 3.3119 -1.7875 0.002 0.000 0.007 0.088
C -3.7213 -0.9727 -3.7110 0.014 -0.015 -0.006 -0.074
H 2.2125 1.5545 -1.4985 -0.011 0.013 -0.009 0.045
H -0.2265 -4.5387 3.4649 0.013 -0.009 0.008 0.080
C -0.6312 1.9709 -3.5628 -0.026 0.025 0.000 -0.065
H -3.6011 0.1018 -3.8030 0.001 0.004 -0.005 0.073
C -5.3921 -0.2585 -0.5409 -0.007 0.002 -0.005 -0.063
H -0.3138 -2.9984 1.4452 -0.024 -0.037 0.009 0.056
H 3.8988 -1.3121 -2.5373 0.001 -0.006 -0.006 0.066
H 5.0066 -0.9099 -0.4736 0.002 -0.025 0.015 0.071
C 2.1029 -1.7651 -1.3727 0.023 0.011 0.065 -0.351
H -1.1038 0.9956 -3.6364 0.009 -0.008 0.018 0.074
H -0.5825 2.4029 -4.5616 -0.002 -0.002 -0.002 0.098
H -1.3304 -2.4073 2.7451 -0.015 -0.020 -0.002 0.064
C -3.6297 3.7506 0.3867 -0.034 0.012 0.001 -0.073
H -5.6023 0.8156 -0.5726 0.007 0.003 0.010 0.084
H 4.8481 1.4628 0.1038 -0.002 0.023 -0.004 0.066
C 7.4892 -1.7941 1.6373 -0.034 0.011 -0.013 0.028
H -5.5350 -0.6719 -1.5374 -0.002 0.002 -0.002 0.077
C -4.2807 3.7487 -1.9982 -0.033 0.011 0.013 -0.071
H 1.6170 -2.6337 -0.9238 -0.001 -0.020 -0.032 0.065
C -3.3728 -2.8826 -2.1912 -0.027 -0.015 0.001 -0.070
H 1.3636 -3.8718 3.1223 0.003 -0.006 -0.003 0.066
H -2.8226 -0.5219 1.6409 0.011 0.007 0.009 0.055
C 0.3491 -3.6137 3.4312 -0.059 0.023 -0.046 -0.157
C 0.2724 -0.0725 5.1770 -0.060 0.061 -0.055 -0.154
N -3.2151 -1.4442 -2.4255 0.037 -0.053 0.071 -0.297
H -3.9558 3.4247 -2.9838 0.001 0.002 -0.005 0.084
H 7.2856 -2.1543 3.7519 0.007 0.001 -0.007 0.128
H 0.3983 -3.2243 4.4487 0.007 -0.010 0.011 0.062
H -1.1399 0.4535 3.6074 -0.009 0.026 0.006 0.055
H 3.1191 -2.8284 -2.9555 0.020 -0.005 -0.003 0.081
P -2.8096 -0.5439 -1.1421 0.058 0.108 -0.043 0.475
H 0.3473 1.3864 3.5558 0.007 0.009 0.016 0.062
H -2.8854 -3.4366 -2.9934 0.006 0.007 -0.003 0.096
H -2.8444 3.4280 1.0635 -0.003 0.002 0.002 0.073
H 4.4392 2.6600 -1.1140 0.019 -0.004 -0.002 0.082
H -4.5600 -0.6245 1.9503 0.006 -0.002 0.004 0.099
P -2.0906 2.3434 -1.3249 0.160 -0.535 0.452 0.495
H -1.6250 4.8913 -2.1573 -0.002 -0.004 -0.006 0.082
H -3.7118 4.8371 0.4356 -0.002 0.001 -0.017 0.097
H -3.8447 0.9261 1.4748 0.001 0.001 0.000 0.080
C -3.7976 -0.1575 1.3271 -0.038 -0.049 -0.029 -0.070
C 2.5264 -1.1962 2.7183 -0.017 -0.059 0.179 -0.127
H -4.3825 4.8349 -2.0026 0.009 0.001 0.001 0.097
H 4.6611 0.9846 -1.5900 0.009 0.012 -0.004 0.064
C 5.4285 -1.6365 2.8508 0.030 0.018 -0.100 0.026
N -4.0367 -0.5329 -0.0667 0.025 0.113 0.062 -0.278
Ge 2.2525 -0.4159 0.0469 0.022 -0.048 -0.173 0.874
H -6.1086 -0.7304 0.1302 0.002 -0.013 -0.003 0.098
C 4.7424 -1.2771 1.6448 -0.051 0.017 0.106 -0.172
C -1.0022 4.2716 -2.7980 0.022 0.011 0.016 -0.068
C 3.3714 -2.1734 -2.1214 -0.048 0.013 0.012 -0.157
N -1.4153 2.8658 -2.7104 0.101 0.050 -0.024 -0.293
C -0.2952 -2.6152 2.4661 0.077 0.015 0.013 -0.348
H -3.1722 -1.4599 -4.5179 0.000 0.004 -0.002 0.096
C 4.2659 1.6293 -0.8035 -0.088 0.071 -0.021 -0.156
Pd -0.0341 0.3190 0.3909 0.068 0.731 0.386 0.622
H -4.5830 3.3193 0.7017 -0.002 0.004 -0.003 0.086
H -2.9094 -3.1668 -1.2480 0.007 0.005 -0.006 0.081
H 4.8910 -1.7055 3.7840 -0.026 0.005 0.003 0.115
H 4.0610 -2.7238 -1.4809 0.004 -0.007 0.000 0.064
H -0.1497 0.6146 5.9105 0.012 -0.007 0.014 0.081
C 6.7724 -1.8864 2.8389 0.016 -0.004 0.003 -0.020
H 2.9220 -1.5455 3.6683 0.006 0.003 0.008 0.073
H 0.3918 1.8505 -3.1929 0.018 0.013 -0.003 0.077
N -3.3102 3.3445 -0.9818 0.043 -0.047 0.052 -0.298
H 2.3859 2.1113 0.1555 0.009 0.017 -0.007 0.058
O -2.6514 0.9050 -1.8287 -0.103 0.220 -0.038 -0.272
H 7.4188 -1.3727 -0.4770 0.007 -0.004 0.004 0.129
C 2.7702 1.3936 -0.5729 0.144 -0.099 0.045 -0.354
H -4.4288 -3.1622 -2.1604 -0.001 0.014 -0.011 0.095
H 1.3489 -0.1111 5.3486 0.003 -0.002 0.009 0.066
O -1.2350 2.1053 -0.1022 -0.239 -0.080 -0.558 -0.365
O -1.5441 -0.9447 -0.4493 -0.065 -0.275 -0.096 -0.371
Ge 0.6173 -0.8765 2.4150 -0.318 -0.055 -0.107 0.835
C 3.3387 -1.0158 1.6207 0.245 -0.016 -0.266 -0.271
H -0.1398 -1.0610 5.3824 0.001 -0.004 0.014 0.064
H -1.1153 4.6110 -3.8270 -0.009 -0.006 -0.005 0.097
```
Forces are in eV/Å.

**⟨S²⟩**: 2.041
**Calculated total energy**: -6353.25907 Eh
**Energy above the lowest of the compared OMol25 structures with the same formula, charge and spin**: 0.0 kJ/mol
**Charge**: +2
**Orbital gap (spin up / spin down)**: 7.8 / 5.3 eV
**Multiplicity**: 3